No. 1
This record from the OMol25 dataset describes C48H57F3Nb as an isolated structure at a distorted geometry. The level of theory is the ωB97M-V functional and the def2-TZVPD basis.

Last column: Mulliken charge in e.
Geometry (Å):
1 C 1.5278 -3.4045 3.2257  -1.552
2 C 1.5368 -2.0394 3.9205  1.316
3 C 2.9975 -1.6158 4.1541  -1.854
4 C 0.9034 -0.9560 3.0856  -0.174
5 C -0.5635 -1.1699 2.6410  -1.649
6 Nb -2.1502 -1.3206 4.2461  -0.856
7 C -2.4265 -3.6338 4.0423  0.475
8 F -2.1280 -4.3397 5.1417  -0.304
9 F -3.6967 -3.9910 3.7332  -0.320
10 F -1.6954 -4.2219 3.0525  -0.113
11 H 2.4740 -3.8998 3.3867  0.513
12 H 0.7817 -4.0460 3.6744  0.211
13 H 1.3112 -3.3412 2.1671  0.272
14 H 1.0825 -2.1367 4.8980  0.320
15 H 3.4854 -2.2101 4.9157  0.445
16 H 3.0520 -0.5563 4.3751  0.386
17 H 3.5160 -1.7763 3.2145  0.411
18 H 1.5203 -0.8911 2.1853  0.243
19 H 0.9721 0.0173 3.5642  0.100
20 H -0.8388 -0.2758 2.0777  0.525
21 H -0.5929 -1.9805 1.9170  0.378
22 H -3.5517 -1.0754 3.0652  -0.006
23 H -3.4789 -1.4196 5.5225  -0.046
24 H -1.0013 -1.4168 5.6640  0.030
25 H -2.2529 0.4924 4.4699  0.292
26 C 5.5861 1.2780 -0.1715  -0.411
27 C 4.3219 1.1847 0.3935  -0.184
28 C 4.1606 1.3154 1.7641  -0.049
29 C 5.2637 1.5439 2.5737  -0.531
30 C 6.5285 1.6406 2.0099  -0.436
31 C 6.6906 1.5054 0.6377  -0.506
32 H 5.7126 1.1714 -1.2421  0.368
33 H 3.4573 1.0080 -0.2332  0.212
34 H 3.1730 1.2313 2.2005  0.427
35 H 5.1371 1.6438 3.6440  0.383
36 H 7.3897 1.8192 2.6412  0.359
37 H 7.6782 1.5751 0.1992  0.354
38 C 1.7614 0.6477 -5.3419  -0.390
39 C 0.5058 0.5468 -4.7587  -0.261
40 C 0.3653 0.6771 -3.3841  -0.636
41 C 1.4797 0.9142 -2.5923  -0.703
42 C 2.7350 1.0165 -3.1754  0.468
43 C 2.8765 0.8806 -4.5489  -0.647
44 H 1.8712 0.5444 -6.4142  0.371
45 H -0.3647 0.3655 -5.3765  0.430
46 H -0.6126 0.5933 -2.9280  0.417
47 H 1.3673 1.0178 -1.5204  0.468
48 H 3.6047 1.2020 -2.5576  -0.078
49 H 3.8573 0.9560 -5.0016  0.565
50 C -1.5437 -5.7990 -1.0329  -0.019
51 C -1.4946 -5.7098 0.3516  -0.648
52 C -0.9561 -6.7504 1.0939  -0.295
53 C -0.4622 -7.8775 0.4506  -0.509
54 C -0.5103 -7.9662 -0.9345  -0.343
55 C -1.0538 -6.9271 -1.6770  -0.449
56 H -1.9628 -4.9871 -1.6120  0.251
57 H -1.8754 -4.8325 0.8531  0.480
58 H -0.9232 -6.6783 2.1730  0.382
59 H -0.0385 -8.6884 1.0302  0.360
60 H -0.1229 -8.8451 -1.4353  0.348
61 H -1.0941 -6.9947 -2.7576  0.397
62 C 0.2388 3.3696 3.0008  -0.328
63 C -0.1037 4.2401 1.9732  -0.469
64 C -1.4139 4.6779 1.8445  -0.531
65 C -2.3794 4.2505 2.7478  -0.149
66 C -2.0352 3.3839 3.7744  -0.165
67 C -0.7269 2.9405 3.8998  -0.575
68 H 1.2604 3.0224 3.0981  0.403
69 H 0.6508 4.5739 1.2712  0.395
70 H -1.6846 5.3499 1.0393  0.383
71 H -3.4021 4.5917 2.6475  0.180
72 H -2.7861 3.0428 4.4755  0.392
73 H -0.4655 2.2539 4.6935  0.437
74 C -3.0282 -3.1919 -3.5179  -0.577
75 C -3.5570 -4.3407 -4.0907  -0.336
76 C -3.4852 -4.5270 -5.4641  -0.472
77 C -2.8780 -3.5688 -6.2640  -0.416
78 C -2.3468 -2.4222 -5.6905  -0.374
79 C -2.4245 -2.2324 -4.3179  0.039
80 H -3.0862 -3.0439 -2.4472  0.512
81 H -4.0244 -5.0908 -3.4654  0.439
82 H -3.9020 -5.4205 -5.9114  0.368
83 H -2.8185 -3.7164 -7.3350  0.355
84 H -1.8714 -1.6757 -6.3142  0.305
85 H -2.0132 -1.3370 -3.8699  0.178
86 C 4.1130 4.9792 -6.5701  -0.509
87 C 5.0931 5.9618 -6.5781  -0.373
88 C 6.0371 6.0087 -5.5617  -0.361
89 C 6.0040 5.0695 -4.5403  -0.510
90 C 5.0252 4.0857 -4.5345  -0.218
91 C 4.0785 4.0410 -5.5476  -0.163
92 H 3.3746 4.9441 -7.3610  0.363
93 H 5.1210 6.6925 -7.3766  0.351
94 H 6.7982 6.7786 -5.5645  0.356
95 H 6.7404 5.1053 -3.7476  0.365
96 H 4.9975 3.3536 -3.7367  0.362
97 H 3.3120 3.2793 -5.5370  0.343
98 C -8.3936 4.0646 2.9077  -0.361
99 C -7.3574 4.6506 3.6211  -0.504
100 C -6.1071 4.0480 3.6494  -0.151
101 C -5.8899 2.8635 2.9590  -0.174
102 C -6.9258 2.2786 2.2453  -0.626
103 C -8.1778 2.8773 2.2215  -0.307
104 H -9.3702 4.5323 2.8879  0.349
105 H -7.5248 5.5766 4.1569  0.346
106 H -5.3004 4.5015 4.2122  0.345
107 H -4.9149 2.3921 2.9791  0.346
108 H -6.7550 1.3540 1.7095  0.389
109 H -8.9870 2.4174 1.6682  0.355

Cartesian forces (eV/Å) of the 2 atoms listed first:
-0.38 0.01 0.62
1.11 0.04 0.13

- E_tot (eV) = -60398.224
- HOMO-LUMO gap (eV) = 7.157
- net charge = -1

No. 2
This record from the OMol25 dataset describes a 3-piece molecular cluster, C48H57NO4P overall at a distorted geometry. The level of theory is the ωB97M-V functional and the def2-TZVPD basis.

Last column: Mulliken charge in e.
Geometry (Å):
1 C -3.4639 0.3998 -1.1240  -0.680
2 C -3.9606 -1.1138 -1.5886  -0.539
3 C -2.6791 -2.1691 -1.4026  -0.176
4 C -3.0573 -3.7007 -1.9220  -0.993
5 P -2.1141 -4.2388 -3.4933  0.211
6 C -1.4997 -5.8786 -2.7292  -1.116
7 C -0.1437 -6.4576 -3.5179  -0.298
8 C -0.4988 -7.4572 -4.7688  -0.531
9 C -0.3240 -6.7351 -6.2640  -0.189
10 C 0.3573 -7.7631 -7.3632  -0.679
11 C 0.2596 -7.2537 -8.9194  -0.665
12 C 0.4508 -5.6219 -9.1146  -0.570
13 C 2.0010 -5.1552 -8.6941  -0.197
14 C 2.1882 -3.5265 -8.6823  -0.679
15 C 3.7119 -3.0175 -8.2869  -0.472
16 C 4.2739 -3.9224 -7.0416  -0.066
17 C 5.2475 -3.1106 -5.9854  -0.759
18 N 4.9966 -3.7678 -4.6130  0.164
19 C 5.4476 -5.2288 -4.6503  -0.253
20 C 5.0560 -5.7780 -3.1402  -0.378
21 C 4.3841 -4.5029 -2.3060  -0.459
22 C 4.3689 -3.2041 -3.3579  -0.191
23 H -3.3649 0.4339 0.0575  0.177
24 H -4.2201 1.2333 -1.4942  0.313
25 H -2.3940 0.5748 -1.6027  0.116
26 H -4.8488 -1.4429 -0.8672  0.256
27 H -4.3527 -1.1095 -2.7161  0.291
28 H -2.4131 -2.1964 -0.2541  0.124
29 H -1.7269 -1.7606 -1.9577  0.238
30 H -4.2123 -3.6645 -2.1898  0.358
31 H -2.9345 -4.4452 -1.0102  0.345
32 H -0.9293 -3.5095 -3.0663  -0.181
33 H -1.5084 -4.6316 -4.7423  -0.360
34 H -3.3265 -4.9297 -3.9263  -0.073
35 H -2.5894 -3.0316 -4.1502  0.084
36 H -1.2547 -5.7287 -1.5726  0.276
37 H -2.3875 -6.6643 -2.7791  0.248
38 H 0.4643 -7.0367 -2.6698  0.283
39 H 0.5047 -5.5264 -3.8048  0.120
40 H 0.2193 -8.4025 -4.6538  0.293
41 H -1.6051 -7.8156 -4.6207  0.244
42 H -1.3439 -6.2900 -6.6378  0.338
43 H 0.4021 -5.8093 -6.0736  0.009
44 H -0.0240 -8.8681 -7.1926  0.377
45 H 1.5189 -7.7895 -7.0928  0.206
46 H 1.1865 -7.7468 -9.4875  0.255
47 H -0.7404 -7.6420 -9.3924  0.305
48 H -0.3670 -5.0426 -8.5004  0.240
49 H 0.3416 -5.3608 -10.2577  0.396
50 H 2.8185 -5.6029 -9.4082  0.284
51 H 2.1835 -5.6713 -7.6347  -0.025
52 H 1.9457 -3.1344 -9.7747  0.284
53 H 1.4576 -2.9560 -7.9502  0.252
54 H 3.6774 -1.8530 -8.0282  0.270
55 H 4.3979 -3.0853 -9.2584  0.265
56 H 3.3176 -4.2487 -6.4059  0.086
57 H 4.7346 -4.9134 -7.4627  0.224
58 H 5.0932 -1.9507 -5.9747  0.309
59 H 6.3637 -3.4003 -6.2945  0.246
60 H 5.9325 -5.8315 -5.5566  0.235
61 H 5.2284 -6.8977 -2.7785  0.264
62 H 3.9588 -4.5135 -1.2065  0.275
63 H 3.9572 -2.1216 -3.1908  0.303
64 C 0.3817 -0.8189 1.1737  -0.647
65 C -0.0392 0.3357 0.5143  -0.480
66 C -0.1404 1.5405 1.2117  -0.675
67 C 0.1687 1.5887 2.5765  0.388
68 C 0.5659 0.4291 3.2412  0.278
69 C 0.6839 -0.7754 2.5355  -0.651
70 C 0.8466 0.4576 4.6911  0.620
71 O 1.1990 -0.5598 5.2751  -0.685
72 C 0.6881 1.7270 5.4284  0.121
73 C 0.8949 1.7555 6.8137  -0.499
74 C 0.7601 2.9548 7.5166  -0.563
75 C 0.4287 4.1276 6.8387  -0.278
76 C 0.2167 4.1010 5.4595  -0.611
77 C 0.3372 2.8960 4.7547  0.179
78 C 0.0759 2.8713 3.3020  0.514
79 O -0.2199 3.9007 2.7062  -0.690
80 H 0.4695 -1.7559 0.6282  0.535
81 H -0.2869 0.2990 -0.5442  0.505
82 H -0.4647 2.4390 0.6892  0.444
83 H 1.0065 -1.6818 3.0448  0.447
84 H 1.1570 0.8449 7.3501  0.446
85 H 0.9160 2.9736 8.5931  0.385
86 H 0.3308 5.0633 7.3849  0.411
87 H -0.0466 5.0197 4.9378  0.476
88 C -3.1064 10.9673 5.5567  -0.424
89 C -2.6856 9.6561 5.3360  -0.552
90 C -2.2125 8.8861 6.3998  -0.607
91 C -2.1484 9.4332 7.6871  0.208
92 C -2.5460 10.7521 7.9031  0.350
93 C -3.0372 11.5175 6.8374  -0.607
94 C -2.4363 11.3553 9.2470  0.562
95 O -2.7887 12.5127 9.4383  -0.682
96 C -1.8878 10.5470 10.3542  0.173
97 C -1.7242 11.1244 11.6202  -0.567
98 C -1.2187 10.3632 12.6762  -0.441
99 C -0.8849 9.0243 12.4742  -0.475
100 C -1.0416 8.4480 11.2128  -0.504
101 C -1.5350 9.2141 10.1484  0.192
102 C -1.6634 8.6056 8.8095  0.518
103 O -1.3659 7.4303 8.6300  -0.676
104 H -3.4837 11.5643 4.7294  0.385
105 H -2.7276 9.2315 4.3355  0.410
106 H -1.8905 7.8615 6.2210  0.605
107 H -3.3622 12.5434 7.0011  0.449
108 H -1.9854 12.1683 11.7871  0.446
109 H -1.0875 10.8150 13.6571  0.389
110 H -0.4979 8.4290 13.2984  0.392
111 H -0.7743 7.4035 11.0614  0.454

Cartesian forces (eV/Å) of the 2 atoms listed first:
-0.07 -0.57 -0.26
0.63 0.16 0.44

- E_tot (eV) = -69655.441
- HOMO-LUMO gap (eV) = 3.107
- net charge = -1
- ΔE to the lowest compared entry with this formula, charge and spin (kcal per mole) = 301.4